*w*
The following is a quantum chemistry calculation of a cluster of 2 separate species, C9H14 in total, from OMol25.

Last column: Mulliken charge in e.
CARTESIAN COORDINATES (ANGSTROEM)
C -1.94 0.12 0.56  -1.155
C -1.05 0.15 -0.56  0.993
C 0.01 -0.75 -0.58  -0.468
C 1.00 -0.58 -1.52  -0.407
C 1.09 0.57 -2.27  -0.513
C 0.04 1.43 -2.30  -0.222
C -1.21 1.15 -1.51  -0.671
H -2.79 0.89 0.80  0.282
H -1.36 0.12 1.48  0.108
H -2.63 -0.70 0.83  0.318
H -0.11 -1.65 0.12  0.385
H 1.75 -1.40 -1.69  0.310
H 2.04 0.81 -2.74  0.375
H 0.17 2.33 -2.97  0.275
H -2.14 1.77 -1.58  0.348
C 0.83 -0.50 3.76  -1.058
C 1.10 -1.19 2.33  -0.501
H -0.08 -1.10 4.13  0.225
H 1.64 -0.47 4.30  0.509
H 0.75 0.68 3.66  0.213
H 1.90 -1.90 2.48  0.446
H 0.19 -1.60 1.89  0.045
H 1.36 -0.19 1.79  0.161


*x*
The following is a quantum chemistry calculation of a cluster of 2 separate species, C9H14 in total, from OMol25.

Last column: Mulliken charge in e.
CARTESIAN COORDINATES (ANGSTROEM)
C 1.38 2.08 -0.60  -1.584
C 0.27 1.12 -0.30  1.108
C -0.37 0.54 -1.42  -0.425
C -1.61 -0.02 -1.31  -0.501
C -2.20 -0.11 -0.02  -0.305
C -1.63 0.49 1.06  -0.513
C -0.37 1.14 0.91  -0.561
H 2.06 2.28 0.27  0.365
H 0.94 3.06 -0.74  0.356
H 2.08 1.73 -1.36  0.380
H -0.08 0.66 -2.47  0.277
H -2.18 -0.61 -2.02  0.361
H -3.09 -0.71 0.09  0.344
H -1.90 0.47 2.10  0.360
H -0.07 1.77 1.75  0.333
C 1.63 -2.41 -0.02  -0.808
C 1.72 -2.10 1.48  -0.745
H 2.26 -3.21 -0.37  0.346
H 0.60 -2.50 -0.37  0.244
H 1.75 -1.54 -0.68  0.195
H 0.73 -1.77 1.81  0.201
H 2.08 -1.09 1.64  0.274
H 2.03 -3.00 2.04  0.298


The most stable arrangement is *x*, and the next structure is 0.0521 hartree less stable.


*w*
The following is a quantum chemistry calculation of a cluster of 2 separate species, C9H14 in total, from OMol25.

Last column: Mulliken charge in e.
CARTESIAN COORDINATES (ANGSTROEM)
C -1.82 -1.28 1.08  -1.695
C -1.47 -0.27 0.03  0.505
C -1.03 -0.71 -1.21  -0.216
C -0.58 0.20 -2.15  -0.441
C -0.54 1.56 -1.88  -0.529
C -1.15 2.01 -0.71  -0.392
C -1.66 1.10 0.20  -0.237
H -1.30 -2.21 0.87  0.380
H -2.89 -1.52 1.03  0.435
H -1.72 -0.98 2.12  0.351
H -1.00 -1.76 -1.44  0.343
H -0.33 -0.15 -3.14  0.364
H 0.06 2.22 -2.50  0.385
H -1.37 3.05 -0.55  0.380
H -2.21 1.46 1.06  0.369
C 1.87 -0.77 1.33  -0.360
C 2.82 0.05 0.45  -0.956
H 0.88 -0.39 1.14  -0.159
H 2.05 -1.84 1.22  0.297
H 2.15 -0.66 2.37  0.327
H 2.37 1.02 0.20  0.254
H 3.09 -0.42 -0.49  0.256
H 3.76 0.30 0.94  0.339


*x*
The following is a quantum chemistry calculation of a cluster of 2 separate species, C9H14 in total, from OMol25.

Last column: Mulliken charge in e.
CARTESIAN COORDINATES (ANGSTROEM)
C -1.42 -1.30 -1.48  -1.542
C -1.04 -0.12 -0.61  0.463
C -1.70 0.14 0.57  -0.356
C -1.34 1.25 1.33  -0.432
C -0.46 2.18 0.85  -0.485
C 0.17 1.96 -0.38  -0.423
C -0.11 0.81 -1.09  -0.176
H -1.94 -2.04 -0.86  0.356
H -0.59 -1.80 -1.98  0.313
H -2.09 -1.00 -2.28  0.392
H -2.48 -0.53 0.92  0.338
H -1.82 1.39 2.29  0.383
H -0.28 3.12 1.36  0.380
H 0.89 2.67 -0.76  0.363
H 0.38 0.60 -2.03  0.380
C 1.82 -1.44 0.87  -0.308
C 2.91 -2.05 -0.01  -0.964
H 0.92 -1.24 0.29  -0.171
H 1.43 -2.16 1.58  0.335
H 2.09 -0.45 1.23  0.275
H 3.76 -2.39 0.58  0.310
H 2.53 -2.79 -0.71  0.292
H 3.32 -1.27 -0.65  0.278


*y*
The following is a quantum chemistry calculation of a cluster of 2 separate species, C9H14 in total, from OMol25.

Last column: Mulliken charge in e.
CARTESIAN COORDINATES (ANGSTROEM)
C 1.65 -1.49 2.24  -1.454
C 0.36 -0.88 1.70  1.058
C -0.26 -1.41 0.57  -0.549
C -1.42 -0.81 0.11  -0.494
C -2.05 0.23 0.86  -0.546
C -1.39 0.73 1.98  -0.407
C -0.20 0.15 2.39  -0.491
H 1.59 -2.51 1.97  0.398
H 1.68 -1.39 3.32  0.362
H 2.57 -1.06 1.87  0.284
H 0.23 -2.23 0.04  0.310
H -1.90 -1.19 -0.78  0.426
H -3.00 0.66 0.47  0.338
H -1.83 1.55 2.51  0.406
H 0.27 0.51 3.29  0.344
C 0.61 1.12 -2.07  -0.609
C 0.32 1.21 -3.54  -1.012
H 1.20 1.93 -1.76  0.392
H -0.32 1.12 -1.58  0.118
H 1.12 0.17 -1.83  0.224
H -0.23 0.33 -3.88  0.295
H 1.26 1.16 -4.05  0.298
H -0.24 2.09 -3.82  0.308


*z*
The following is a quantum chemistry calculation of a cluster of 2 separate species, C9H14 in total, from OMol25.

Last column: Mulliken charge in e.
CARTESIAN COORDINATES (ANGSTROEM)
C -2.18 -0.12 -2.77  -1.292
C -1.74 -0.01 -1.32  0.868
C -1.00 1.07 -0.76  -0.249
C -0.55 0.97 0.60  -0.721
C -0.96 -0.07 1.45  -0.223
C -1.59 -1.21 0.87  -0.590
C -2.00 -1.11 -0.47  -0.334
H -1.62 -1.01 -3.35  0.236
H -2.00 0.81 -3.33  0.350
H -3.27 -0.29 -2.91  0.317
H -0.47 1.82 -1.44  0.232
H -0.24 1.89 1.16  0.314
H -0.84 -0.21 2.56  0.332
H -1.67 -2.06 1.45  0.472
H -2.72 -1.91 -0.78  0.261
C 2.74 0.10 1.84  -0.908
C 2.95 0.22 0.36  -0.362
H 3.35 0.70 2.48  0.354
H 1.69 0.22 2.14  0.099
H 3.15 -0.73 2.23  0.394
H 3.83 1.00 0.08  0.223
H 3.28 -0.70 -0.18  0.253
H 1.88 0.63 0.08  -0.027


The most stable arrangement is *x*, and the next structure is 0.0034 hartree less stable.


*w*
The following is a quantum chemistry calculation of a cluster of 2 separate species, C9H14 in total, from OMol25.

Last column: Mulliken charge in e.
CARTESIAN COORDINATES (ANGSTROEM)
C -1.12 1.72 -1.39  -1.527
C -0.91 0.48 -0.62  0.920
C -1.37 0.39 0.72  -0.466
C -1.39 -0.86 1.33  -0.318
C -1.18 -2.03 0.61  -0.770
C -0.40 -1.89 -0.54  -0.287
C -0.37 -0.67 -1.19  -0.437
H -2.03 1.62 -2.01  0.353
H -0.31 2.02 -2.05  0.329
H -1.30 2.57 -0.72  0.359
H -1.74 1.29 1.20  0.337
H -1.82 -0.75 2.32  0.362
H -1.49 -2.95 1.07  0.366
H 0.07 -2.74 -1.02  0.387
H 0.24 -0.52 -2.07  0.382
C 2.29 1.02 1.17  -0.574
C 3.11 0.81 -0.08  -0.807
H 2.08 0.16 1.82  0.243
H 2.60 1.74 1.94  0.364
H 1.28 1.27 0.86  0.025
H 3.36 1.72 -0.64  0.269
H 2.55 0.14 -0.74  0.153
H 4.15 0.47 -0.02  0.336


*x*
The following is a quantum chemistry calculation of a cluster of 2 separate species, C9H14 in total, from OMol25.

Last column: Mulliken charge in e.
CARTESIAN COORDINATES (ANGSTROEM)
C -2.37 0.59 2.67  -1.458
C -1.31 -0.15 1.83  0.755
C -0.15 -0.65 2.57  -0.426
C 1.03 -0.90 1.85  -0.645
C 0.78 -0.88 0.42  -0.116
C -0.25 -0.43 -0.35  -0.351
C -1.40 -0.05 0.43  -0.500
H -2.96 1.20 2.05  0.388
H -2.03 1.38 3.37  0.317
H -2.87 0.05 3.41  0.380
H -0.06 -0.67 3.63  0.365
H 1.99 -1.37 2.04  0.347
H 1.66 -1.34 -0.03  0.276
H -0.46 -0.56 -1.42  0.238
H -2.37 0.11 0.10  0.423
C 1.57 1.63 -4.15  -0.827
C 1.66 0.14 -3.58  -0.596
H 0.88 1.63 -5.00  0.264
H 1.20 2.46 -3.40  0.244
H 2.54 2.17 -4.44  0.269
H 2.11 0.17 -2.57  0.158
H 0.70 -0.46 -3.57  0.204
H 2.30 -0.53 -4.30  0.291


*y*
The following is a quantum chemistry calculation of an isolated molecule of C9H14, from OMol25.

Last column: Mulliken charge in e.
CARTESIAN COORDINATES (ANGSTROEM)
C -2.28 1.04 -0.05  -1.847
C -1.12 0.11 -0.14  2.109
C -1.28 -1.03 -1.01  -1.513
C -0.54 -0.16 1.31  -1.012
C 0.88 -0.64 1.22  -0.698
C 1.46 0.19 -0.01  0.985
C 2.63 -0.39 -0.78  -1.626
C 1.19 1.71 0.00  -1.148
C 0.28 0.90 -0.58  -0.507
H -2.35 1.71 -0.95  0.369
H -2.24 1.77 0.77  0.357
H -3.19 0.44 0.01  0.442
H -1.51 -1.93 -0.42  0.327
H -0.22 -1.23 -1.46  0.275
H -1.97 -1.07 -1.86  0.387
H -1.24 -0.90 1.95  0.322
H -0.52 0.79 2.00  0.324
H 1.33 -0.49 2.12  0.500
H 0.81 -1.76 0.87  0.229
H 2.59 0.03 -1.84  0.344
H 2.44 -1.39 -1.08  0.408
H 3.49 -0.40 -0.23  0.425
H 1.38 2.68 0.14  0.549


*z*
The following is a quantum chemistry calculation of a cluster of 2 separate species, C9H14 in total, from OMol25.

Last column: Mulliken charge in e.
CARTESIAN COORDINATES (ANGSTROEM)
C -1.56 -1.06 -1.09  -1.187
C -0.24 -1.14 -0.38  0.434
C 0.05 -2.22 0.42  -0.264
C 1.14 -2.29 1.31  -0.412
C 1.99 -1.18 1.40  -0.469
C 1.85 -0.18 0.45  -0.591
C 0.76 -0.13 -0.40  -0.192
H -1.48 -1.59 -2.05  0.286
H -2.03 -0.10 -1.25  0.172
H -2.24 -1.36 -0.26  0.329
H -0.50 -3.17 0.35  0.319
H 1.36 -3.22 1.80  0.374
H 2.89 -1.39 1.97  0.305
H 2.55 0.63 0.51  0.354
H 0.60 0.78 -0.96  0.477
C -1.83 3.07 -1.20  -0.425
C -0.98 3.40 0.10  -0.757
H -2.68 3.75 -1.29  0.367
H -1.33 3.42 -2.11  0.280
H -2.07 2.01 -1.24  -0.185
H 0.03 3.59 -0.25  0.213
H -0.89 2.48 0.68  0.247
H -1.55 4.22 0.51  0.326


The most stable arrangement is *w*, and the next structure is 0.0149 hartree less stable.